No. 1
This record from the Open Molecules 2025 dataset describes a single C7H13N molecule at a distorted geometry. The level of theory is ωB97M-V/def2-TZVPD.

Computed properties:
Orbital gap   9.265 eV

Structure (ORCA input):
```
! RIJCOSX wB97M-V def2-TZVPD def2/J DEFGRID3
* xyz 0 1
C 2.18 -0.81 -0.29
C 0.92 -0.08 -0.60
C 0.83 1.38 0.11
C -1.22 0.53 -0.45
C -1.80 -0.92 -0.68
C -0.42 -0.67 -0.11
C -0.34 -0.96 1.38
H 2.09 -1.85 -0.59
H 2.27 -0.74 0.81
H 3.06 -0.41 -0.77
H 0.81 -0.05 -1.67
H 1.25 2.12 -0.61
H 1.44 1.40 1.04
H -0.89 1.66 1.32
H -1.00 0.80 -1.47
H -2.03 -1.08 -1.73
H -2.47 -1.34 -0.01
H 0.40 -1.70 1.58
H -1.33 -1.35 1.72
H 0.03 -0.05 1.92
N -0.65 1.68 0.32
*
```

=====

No. 2
This record from the Open Molecules 2025 dataset describes a molecular structure, C13H32BN4NaO8Se. The level of theory is ωB97M-V/def2-TZVPD.

Computed properties:
Orbital gap   6.314 eV

Structure (ORCA input):
```
! RIJCOSX wB97M-V def2-TZVPD def2/J DEFGRID3
* xyz -2 1
Na -0.22 1.68 -1.35
C 3.10 -0.69 0.55
C 2.94 0.46 -0.43
O 1.95 1.39 -0.04
C 2.31 2.26 1.01
C 1.08 2.66 1.80
O 0.38 1.59 2.41
C 1.12 0.76 3.26
C 0.22 -0.37 3.73
O -0.31 -1.16 2.70
C 0.39 -2.34 2.36
C 1.83 -2.13 1.90
O 1.83 -1.21 0.84
H 3.58 -0.36 1.49
H 3.75 -1.45 0.10
H 2.60 0.07 -1.39
H 3.91 0.95 -0.57
H 2.75 3.18 0.60
H 3.07 1.79 1.65
H 0.36 3.15 1.13
H 1.41 3.38 2.57
H 1.47 1.32 4.15
H 2.00 0.36 2.76
H -0.64 0.07 4.24
H 0.77 -0.99 4.46
H -0.17 -2.80 1.55
H 0.41 -3.04 3.22
H 2.24 -3.11 1.59
H 2.45 -1.76 2.73
N -2.08 1.62 0.54
C -3.00 0.51 0.67
C -3.51 0.06 -0.70
N -2.41 -0.26 -1.58
C -2.55 -1.43 -2.41
C -2.19 -2.68 -1.61
N -0.85 -2.63 -1.03
H -1.57 1.78 1.40
H -2.54 2.49 0.25
H -3.88 0.72 1.31
H -2.46 -0.33 1.13
H -4.16 0.84 -1.12
H -4.13 -0.83 -0.56
H -2.14 0.56 -2.11
H -1.85 -1.34 -3.25
H -3.57 -1.55 -2.84
H -2.28 -3.57 -2.24
H -2.91 -2.79 -0.79
H -0.74 -1.69 -0.64
H -0.17 -2.64 -1.79
B 1.97 -2.18 -4.18
C 1.24 -1.04 -3.34
N 0.76 -0.23 -2.67
H 3.14 -2.21 -3.83
H 1.89 -1.93 -5.37
H 1.42 -3.24 -3.92
O -2.91 4.26 -0.67
Se -1.63 4.11 -1.69
O -1.46 5.40 -2.67
O -0.25 3.87 -0.78
O -1.79 2.70 -2.55
*
```

=====

No. 3
This record from the Open Molecules 2025 dataset describes a gas-phase ion, C31H36N3O (charge +1) at a distorted geometry. The level of theory is ωB97M-V/def2-TZVPD.

Computed properties:
Orbital gap   8.579 eV

Structure (ORCA input):
```
! RIJCOSX wB97M-V def2-TZVPD def2/J DEFGRID3
* xyz 1 1
C 4.54 -1.15 1.14
N 3.11 -1.40 1.11
C 2.12 -0.45 1.07
C 0.88 -1.08 1.02
C -0.42 -0.35 0.92
C -1.65 -1.25 0.79
C -1.73 -2.29 -0.15
C -2.84 -3.15 -0.14
C -3.86 -2.98 0.80
C -3.81 -1.91 1.69
C -2.69 -1.08 1.71
C 1.12 -2.50 1.21
C 0.35 -3.61 1.57
C 0.98 -4.84 1.78
C 2.37 -4.98 1.69
C 3.18 -3.87 1.39
C 2.53 -2.67 1.17
H 5.06 -2.11 1.15
H 4.86 -0.58 0.25
H 4.83 -0.58 2.03
H 2.35 0.61 1.11
H -0.54 0.25 1.85
H -0.90 -2.49 -0.83
H -2.88 -3.97 -0.86
H -4.70 -3.68 0.82
H -4.61 -1.73 2.40
H -2.63 -0.26 2.44
H -0.72 -3.50 1.71
H 0.37 -5.71 2.02
H 2.84 -5.94 1.88
H 4.26 -3.93 1.35
C -1.82 -0.30 -3.50
N -1.48 0.20 -2.18
C -0.19 0.11 -1.60
C 0.95 0.83 -2.44
C 0.50 2.14 -3.09
C 1.40 -0.17 -3.50
C 2.13 1.15 -1.53
N -0.43 0.67 -0.16
C -1.78 1.37 -0.17
C -1.68 2.87 -0.33
C -1.06 3.51 0.90
C -1.57 3.18 2.16
C -1.01 3.75 3.30
C 0.03 4.68 3.18
C 0.51 5.04 1.91
C -0.04 4.46 0.76
C -2.45 0.79 -1.38
O -3.66 0.83 -1.62
H -2.91 -0.30 -3.59
H -1.42 0.36 -4.28
H -1.42 -1.31 -3.62
H 0.10 -0.94 -1.45
H 0.35 2.94 -2.36
H 1.29 2.48 -3.77
H -0.42 2.01 -3.69
H 1.70 -1.13 -3.04
H 0.61 -0.37 -4.23
H 2.27 0.22 -4.04
H 2.56 0.24 -1.10
H 2.93 1.63 -2.11
H 1.86 1.85 -0.72
H 0.29 1.36 0.04
H -2.34 1.11 0.73
H -1.13 3.12 -1.25
H -2.72 3.22 -0.46
H -2.42 2.50 2.23
H -1.40 3.47 4.28
H 0.46 5.13 4.08
H 1.32 5.76 1.81
H 0.30 4.75 -0.24
*
```

=====

No. 4
This record from the Open Molecules 2025 dataset describes a molecular structure, C33H41BF4N2OP2RuS2Si2 at a distorted geometry. The level of theory is ωB97M-V/def2-TZVPD.

Computed properties:
Orbital gap (alpha / beta)   4.776 / 4.718 eV

Structure (ORCA input):
```
! RIJCOSX wB97M-V def2-TZVPD def2/J DEFGRID3
* xyz -1 2
Ru -0.08 -1.13 -0.34
C 4.80 -0.95 0.61
Si 3.34 -1.61 -0.38
C 3.04 -3.39 0.16
C 3.83 -1.59 -2.19
N 1.93 -0.66 -0.14
P 1.55 0.89 -0.16
C -0.11 0.93 -0.56
P -1.79 0.78 -0.34
N -2.16 -0.78 -0.30
Si -3.34 -1.89 0.32
C -3.44 -1.91 2.18
C -5.08 -1.53 -0.32
C -2.92 -3.61 -0.27
C -2.46 1.68 1.07
C -1.61 2.25 2.01
C -2.13 2.90 3.12
C -3.50 2.99 3.29
C -4.36 2.42 2.35
C -3.84 1.77 1.25
C -2.60 1.58 -1.76
C -2.17 2.84 -2.16
C -2.78 3.50 -3.22
C -3.83 2.88 -3.89
C -4.25 1.62 -3.51
C -3.64 0.97 -2.44
C 2.10 1.73 1.34
C 2.03 3.12 1.42
C 2.49 3.77 2.55
C 3.03 3.04 3.60
C 3.08 1.65 3.53
C 2.61 1.00 2.40
C 2.50 1.73 -1.48
C 3.76 2.27 -1.26
C 4.51 2.75 -2.33
C 3.99 2.70 -3.62
C 2.72 2.17 -3.84
C 1.98 1.69 -2.77
H 5.71 -1.46 0.27
H 4.69 -1.14 1.68
H 4.95 0.12 0.47
H 3.87 -3.75 0.78
H 2.95 -4.04 -0.71
H 2.12 -3.47 0.74
H 4.69 -2.23 -2.39
H 4.08 -0.57 -2.51
H 2.99 -1.93 -2.81
H -3.79 -0.97 2.61
H -2.47 -2.11 2.64
H -4.13 -2.70 2.47
H -5.50 -0.60 0.05
H -5.72 -2.34 0.04
H -5.15 -1.55 -1.41
H -2.06 -4.02 0.25
H -2.69 -3.64 -1.34
H -3.78 -4.27 -0.08
H -0.54 2.14 1.91
H -1.46 3.30 3.87
H -3.91 3.48 4.17
H -5.43 2.48 2.49
H -4.51 1.34 0.51
H -1.33 3.31 -1.64
H -2.43 4.48 -3.52
H -4.30 3.39 -4.72
H -5.06 1.14 -4.04
H -3.95 -0.02 -2.16
H 1.63 3.69 0.59
H 2.43 4.85 2.61
H 3.38 3.54 4.49
H 3.46 1.08 4.36
H 2.60 -0.08 2.36
H 4.18 2.31 -0.26
H 5.49 3.17 -2.16
H 4.57 3.08 -4.45
H 2.31 2.13 -4.84
H 0.99 1.27 -2.92
C 1.21 -6.56 -0.58
O 0.26 -5.46 -0.72
C -0.35 -5.28 -1.85
S -0.39 -6.11 -3.23
S 0.13 -2.40 -1.96
H 1.94 -6.22 0.15
H 1.66 -6.76 -1.54
H 0.67 -7.43 -0.22
F 0.60 -1.32 4.31
B -0.25 -0.36 3.74
F 0.22 0.94 4.03
F -1.56 -0.50 4.21
F -0.24 -0.55 2.31
*
```

=====

No. 5
This record from the Open Molecules 2025 dataset describes a single C8H12 molecule at a distorted geometry. The level of theory is ωB97M-V/def2-TZVPD.

Computed properties:
Orbital gap   9.438 eV

Structure (ORCA input):
```
! RIJCOSX wB97M-V def2-TZVPD def2/J DEFGRID3
* xyz 0 1
C -1.48 1.16 -0.08
C -2.04 -0.36 -0.32
C -0.73 -1.24 -0.05
C 0.96 -1.20 0.02
C 1.86 -0.19 -0.35
C 1.50 1.13 0.15
C -0.02 0.81 0.04
C -0.06 -0.45 0.90
H -1.86 1.68 1.01
H -1.66 2.09 -0.74
H -2.50 -0.24 -1.35
H -2.58 -0.83 0.67
H -0.95 -2.37 0.00
H 1.26 -2.26 0.01
H 2.11 -0.41 -1.45
H 2.81 -0.78 0.02
H 1.84 1.92 0.96
H 1.78 1.70 -0.56
H 0.11 0.18 -0.97
H -0.34 -0.35 2.10
*
```

=====

No. 6
This record from the Open Molecules 2025 dataset describes a single C5H2FN molecule at a distorted geometry. The level of theory is ωB97M-V/def2-TZVPD.

Computed properties:
Orbital gap (alpha / beta)   8.257 / 8.268 eV

Structure (ORCA input):
```
! RIJCOSX wB97M-V def2-TZVPD def2/J DEFGRID3
* xyz 0 1
C -0.14 -1.12 1.71
C 0.98 -1.22 2.42
C -0.35 -0.51 0.59
C 0.91 0.27 0.12
C 2.18 -0.91 2.43
N 2.03 0.35 0.58
F 3.37 -0.91 2.87
H -1.22 -0.48 -0.03
H 0.60 0.79 -0.77
*
```

=====

Calculated E_tot, -329.1237 -3924.0588 -1442.1898 -4044.4402 -311.6963 -346.0988 Eh (same order as the records).